[1]
A cluster of 15 separate species, C22H53N16O31 in total at a distorted geometry. Source: the Open Molecules 2025 dataset; level of theory: the ωB97M-V functional and the def2-TZVPD basis.

Each line ends with the Löwdin charge.
Geometry (Å):
O (-6.425, 1.494, 0.838)  0.08
O (-1.572, -4.817, -2.246)  0.03
O (3.622, 3.247, 5.713)  0.07
O (9.896, -7.133, 4.142)  0.06
O (-0.311, -2.889, -7.203)  0.05
O (-2.319, 1.492, -3.400)  -0.03
O (-7.036, -0.670, -5.755)  0.09
O (0.651, 7.894, -1.102)  0.08
O (-1.838, -5.569, -0.248)  0.06
O (3.817, 13.663, 0.210)  0.06
O (4.270, -7.052, 1.769)  0.07
O (2.878, 14.876, -1.301)  0.06
O (-8.733, -0.003, -4.605)  0.05
O (2.001, 9.567, -1.177)  0.05
O (2.942, -1.746, -2.181)  0.05
O (6.042, -5.858, 2.008)  0.04
O (0.292, -2.066, 0.554)  0.10
O (-4.954, 0.703, 3.456)  0.07
O (1.257, 5.276, 1.666)  0.00
O (1.095, -3.968, 1.141)  0.01
O (10.595, -6.413, 2.236)  0.06
O (2.976, 4.495, 0.649)  0.07
O (8.464, -9.932, -0.462)  0.05
O (-1.670, -0.196, 3.919)  0.05
O (-5.241, 0.760, 5.596)  0.05
O (-1.161, 0.492, 1.943)  0.07
O (9.592, -8.119, -0.740)  0.07
O (-0.721, 2.383, -2.068)  -0.08
O (1.088, -2.818, -2.326)  0.02
O (-1.000, -1.887, -5.417)  0.08
O (1.754, 2.218, 5.430)  0.06
N (-1.166, -5.362, -1.240)  -0.42
N (0.343, -3.011, 1.294)  -0.41
N (1.401, 8.689, -0.586)  -0.43
N (-6.485, -0.035, -0.865)  -0.16
N (-3.602, 1.306, -0.857)  0.03
N (1.754, -1.805, -2.425)  -0.42
N (8.793, -8.807, -0.141)  -0.45
N (-0.592, -2.850, -6.019)  -0.45
N (2.449, 3.214, 5.417)  -0.45
N (-1.361, 0.670, 3.124)  -0.42
N (-8.222, -0.512, -5.583)  -0.45
N (10.279, -6.256, 3.396)  -0.45
N (3.189, 13.807, -0.819)  -0.46
N (1.797, 4.768, 0.691)  -0.44
N (-5.632, 0.833, 4.447)  -0.44
N (4.868, -5.999, 1.720)  -0.45
C (-4.282, 0.667, 0.257)  -0.15
C (1.596, 8.578, 0.886)  0.06
C (0.944, 4.486, -0.493)  0.05
C (8.154, -8.243, 1.079)  0.04
C (-9.148, -0.977, -6.653)  0.04
C (-2.322, -0.635, -1.573)  -0.08
C (0.263, -5.765, -1.214)  0.04
C (4.127, -4.786, 1.278)  0.05
C (10.352, -4.880, 3.959)  0.05
C (-1.711, 1.634, -2.325)  -0.69
C (1.075, -0.563, -2.884)  0.06
C (-5.793, 0.753, 0.118)  -0.40
C (-7.078, 1.121, 4.231)  0.05
C (1.819, 4.501, 5.015)  0.05
C (-6.120, -1.456, -0.884)  -0.07
C (-0.423, -4.093, -5.213)  0.04
C (-6.469, 0.560, -2.207)  -0.07
C (-0.569, -3.040, 2.466)  0.06
C (-2.285, 0.776, -1.151)  -0.29
C (2.761, 12.584, -1.552)  0.04
C (-2.364, -1.832, -1.617)  0.12
C (-1.225, 2.051, 3.654)  0.05
H (0.050, -3.101, 3.356)  0.10
H (-0.052, -4.876, -5.865)  0.09
H (11.038, -4.911, 4.799)  0.10
H (0.777, 4.318, 4.785)  0.08
H (1.678, 12.604, -1.614)  0.10
H (-6.609, 1.639, -2.155)  0.10
H (0.466, -6.218, -0.253)  0.09
H (0.623, 8.701, 1.351)  0.11
H (3.105, -5.060, 1.061)  0.06
H (0.521, 5.432, -0.817)  0.08
H (0.422, -6.466, -2.029)  0.10
H (3.198, 12.632, -2.544)  0.10
H (1.927, 5.184, 5.852)  0.10
H (3.106, 11.715, -1.009)  0.07
H (-0.956, 2.702, 2.830)  0.09
H (-7.291, 2.072, 4.708)  0.10
H (9.353, -4.616, 4.291)  0.10
H (0.024, -0.776, -3.042)  0.07
H (-7.275, 0.144, -2.810)  0.05
H (-8.555, -1.404, -7.452)  0.09
H (-0.455, 2.031, 4.420)  0.07
H (-1.185, -3.929, 2.365)  0.10
H (-4.139, 1.351, -1.709)  0.08
H (-4.046, 1.194, 1.181)  0.10
H (-1.393, -4.340, -4.796)  0.09
H (10.703, -4.213, 3.180)  0.09
H (-6.133, -1.811, -1.915)  0.08
H (0.157, 3.798, -0.194)  0.09
H (-7.252, 1.162, 3.160)  0.08
H (8.403, -8.900, 1.907)  0.10
H (2.351, 4.870, 4.142)  0.09
H (-5.535, 0.350, -2.743)  0.09
H (1.204, 0.197, -2.118)  0.10
H (-7.641, 0.322, 4.704)  0.10
H (-1.604, 0.879, -0.314)  0.11
H (-9.810, -1.713, -6.208)  0.10
H (-3.977, -0.375, 0.402)  0.10
H (1.988, 7.587, 1.090)  0.08
H (-6.867, -2.036, -0.340)  0.08
H (-5.129, -1.658, -0.484)  0.06
H (4.631, -4.401, 0.396)  0.11
H (1.558, 4.041, -1.264)  0.10
H (-2.187, 2.321, 4.080)  0.10
H (-9.711, -0.112, -6.990)  0.10
H (7.082, -8.229, 0.908)  0.09
H (1.558, -0.264, -3.809)  0.11
H (2.287, 9.353, 1.197)  0.09
H (-1.166, -2.135, 2.456)  0.07
H (8.539, -7.246, 1.241)  0.06
H (-2.397, -2.901, -1.609)  0.00
H (4.176, -4.065, 2.088)  0.10
H (0.275, -3.866, -4.412)  0.07
H (0.847, -4.860, -1.360)  0.07

Atoms 1-6, force components in eV/Å:
0.0 0.0 -0.3
0.0 -0.2 -0.1
0.1 0.0 0.0
0.0 0.0 0.0
0.0 0.0 0.0
0.0 0.1 0.2

Computed properties:
Relative energy (zero: lowest compared OMol25 entry of this formula, charge and spin)   0.0 kcal/mol
Charge   -1
E_HOMO   -5.235 eV

[2]
A cluster of 4 separate species, C22H53N4O in total. Source: the Open Molecules 2025 dataset; level of theory: the ωB97M-V functional and the def2-TZVPD basis.

Each line ends with the Löwdin charge.
Geometry (Å):
O (-1.134, -6.189, 0.373)  -0.04
N (-3.058, 3.786, -1.151)  -0.20
N (-0.449, -0.943, 2.182)  -0.20
N (4.214, -0.497, -2.092)  -0.20
N (-0.484, -7.085, 1.247)  0.08
C (-0.015, -1.921, 1.209)  -0.25
C (-3.881, 3.903, 0.041)  -0.25
C (0.870, -6.757, 1.402)  -0.05
C (-4.179, 5.309, 0.577)  -0.08
C (-1.885, -0.800, 2.352)  -0.24
C (-3.728, 4.031, -2.416)  -0.25
C (-2.659, 0.019, 1.310)  -0.07
C (-0.935, 3.880, 0.114)  -0.09
C (6.246, -0.258, -3.496)  -0.09
C (0.061, 1.216, 3.299)  -0.08
C (5.091, 0.431, -2.785)  -0.27
C (-4.103, 5.475, -2.769)  -0.08
C (-3.362, -6.339, 1.436)  -0.05
C (-1.744, 4.394, -1.065)  -0.27
C (3.002, 1.212, -0.615)  -0.08
C (4.862, -1.371, -1.133)  -0.25
C (-0.213, -1.607, -0.279)  -0.08
C (1.998, -6.409, 1.562)  0.24
C (2.961, 0.096, -1.667)  -0.25
C (0.299, 0.300, 2.109)  -0.27
C (-2.174, -5.467, 1.068)  -0.21
C (5.655, -0.728, 0.013)  -0.08
H (-0.508, -2.875, 1.440)  0.08
H (-4.216, -5.705, 1.633)  0.10
H (-4.949, 5.833, -2.184)  0.06
H (3.226, 0.830, 0.381)  0.05
H (-2.803, -0.522, 0.376)  0.06
H (-0.579, -8.032, 0.861)  0.22
H (-4.569, 5.239, 1.594)  0.07
H (-2.062, -0.356, 3.334)  0.10
H (-1.208, 4.148, -1.986)  0.12
H (-3.076, 3.644, -3.206)  0.11
H (-3.283, 5.930, 0.616)  0.07
H (-4.822, 3.383, -0.153)  0.11
H (-3.269, 6.162, -2.624)  0.07
H (-1.745, -4.953, 1.927)  0.12
H (2.989, -6.059, 1.725)  0.07
H (2.026, 1.701, -0.560)  0.06
H (-3.151, -6.947, 2.314)  0.08
H (-1.255, -1.693, -0.585)  0.06
H (1.363, 0.048, 2.083)  0.11
H (-0.918, -7.077, 2.179)  0.20
H (5.497, 1.209, -2.120)  0.10
H (6.307, 0.071, -0.342)  0.07
H (-4.627, 3.410, -2.449)  0.11
H (0.360, -2.315, -0.883)  0.07
H (-0.958, 1.604, 3.321)  0.07
H (4.095, -2.031, -0.715)  0.11
H (-0.884, 2.789, 0.098)  0.05
H (-3.400, 3.330, 0.839)  0.09
H (6.291, -1.478, 0.487)  0.07
H (5.535, -2.033, -1.682)  0.10
H (-1.782, 5.494, -1.016)  0.10
H (-3.650, 0.262, 1.698)  0.08
H (3.736, 1.979, -0.862)  0.07
H (2.312, -0.707, -1.308)  0.08
H (4.487, 0.951, -3.533)  0.12
H (0.084, 4.268, 0.066)  0.08
H (-4.392, 5.531, -3.820)  0.07
H (5.880, -1.040, -4.161)  0.08
H (0.137, -0.607, -0.531)  0.06
H (6.955, -0.702, -2.796)  0.06
H (-4.926, 5.829, -0.019)  0.06
H (0.256, 0.695, 4.237)  0.08
H (-2.164, 0.963, 1.080)  0.05
H (6.795, 0.469, -4.094)  0.07
H (-1.356, 4.192, 1.071)  0.07
H (-2.316, -1.805, 2.416)  0.10
H (5.008, -0.318, 0.787)  0.05
H (0.732, 2.073, 3.238)  0.08
H (-3.574, -7.018, 0.618)  0.09
H (2.467, 0.490, -2.561)  0.11
H (1.053, -2.097, 1.381)  0.11
H (0.088, 0.859, 1.184)  0.09
H (-2.491, -4.695, 0.379)  0.14

Atoms 1-6, force components in eV/Å:
0.0 0.0 -0.3
0.0 -0.1 -0.1
0.0 -0.2 0.1
-0.1 0.0 0.0
0.5 -0.1 0.3
0.1 -0.1 -0.1

Computed properties:
Relative energy (zero: lowest compared OMol25 entry of this formula, charge and spin)   0.0 kcal/mol
Charge   +1
E_HOMO   -9.473 eV

[3]
A structure of composition C22H54GeN2PS3Y at a distorted geometry. Source: the Open Molecules 2025 dataset; level of theory: the ωB97M-V functional and the def2-TZVPD basis.

Each line ends with the Löwdin charge.
Geometry (Å):
Y (-0.340, 0.189, 1.648)  1.24
Ge (0.909, -0.791, -3.346)  1.13
S (2.568, -0.688, 1.752)  0.82
S (-0.011, -2.683, 0.676)  0.81
S (0.072, -1.662, 3.952)  0.84
P (0.483, 2.648, 2.891)  0.85
N (-2.819, -0.609, 1.810)  -0.04
N (-1.846, 1.446, -0.079)  -0.05
C (-2.062, 2.584, 3.958)  -0.13
C (-3.600, -0.113, 0.635)  -0.21
C (1.169, 2.298, 4.553)  -0.39
C (1.335, 3.506, 5.481)  -0.09
C (1.840, -2.048, 4.154)  -0.45
C (1.579, 0.484, -5.597)  -0.25
C (-3.267, 1.330, 0.374)  -0.22
C (1.696, -2.812, 0.080)  -0.50
C (-1.106, 3.499, 3.181)  -0.39
C (0.864, 0.700, -6.914)  -0.05
C (2.418, -0.797, -5.490)  -0.25
C (-2.921, -1.822, -4.983)  -0.25
C (2.815, -2.318, 0.981)  -0.46
C (-2.867, -3.347, -5.012)  -0.09
C (-0.002, -3.822, 2.102)  -0.45
C (2.678, -1.069, -4.011)  -0.29
C (1.634, 3.779, 2.028)  -0.38
C (-0.577, -3.263, 3.392)  -0.48
C (1.435, 5.267, 2.351)  -0.11
C (2.796, -1.059, 3.516)  -0.47
C (-1.544, -1.158, -4.875)  -0.27
C (-0.787, -1.645, -3.623)  -0.33
H (1.526, 3.618, 0.953)  0.07
H (-1.351, -1.462, -2.707)  0.05
H (-2.008, 1.533, 3.619)  0.02
H (-2.128, -3.702, -5.735)  0.09
H (-1.524, 3.797, 2.217)  0.08
H (-1.670, -0.072, -4.845)  0.11
H (2.058, 4.219, 5.092)  0.08
H (-3.560, -1.472, -4.166)  0.11
H (3.305, -0.316, -3.533)  0.09
H (-4.671, -0.220, 0.800)  0.15
H (1.990, -3.060, 3.786)  0.08
H (-1.629, 2.439, -0.161)  0.10
H (1.692, -2.261, -0.861)  0.03
H (-1.836, 2.577, 5.023)  0.09
H (3.363, -0.680, -6.022)  0.14
H (-2.632, -3.779, -4.037)  0.07
H (-1.657, -3.125, 3.326)  0.08
H (2.173, 1.358, -5.324)  0.14
H (0.819, -0.029, -1.975)  -0.04
H (3.818, -1.421, 3.630)  0.11
H (2.741, -0.087, 4.003)  0.06
H (2.035, -2.065, 5.227)  0.11
H (-1.794, 1.093, -1.035)  0.09
H (0.752, 0.424, -4.749)  0.05
H (2.141, 1.831, 4.381)  0.06
H (1.862, -3.864, -0.159)  0.11
H (-0.579, -2.717, -3.697)  0.08
H (-3.096, 2.910, 3.851)  0.10
H (-3.377, -1.463, -5.906)  0.12
H (1.709, 3.163, 6.445)  0.10
H (-3.953, 1.737, -0.369)  0.14
H (-2.945, -1.620, 1.846)  0.09
H (0.520, 1.549, 5.018)  0.07
H (2.639, 3.451, 2.304)  0.09
H (1.473, 5.471, 3.419)  0.07
H (1.896, -1.629, -5.966)  0.13
H (-3.383, 1.920, 1.285)  0.12
H (3.040, -3.020, 1.782)  0.09
H (2.233, 5.841, 1.882)  0.10
H (-3.335, -0.726, -0.229)  0.12
H (3.716, -2.230, 0.373)  0.10
H (-0.391, -3.970, 4.202)  0.11
H (0.392, 4.021, 5.666)  0.08
H (-0.594, -4.689, 1.809)  0.11
H (1.026, -4.161, 2.222)  0.08
H (0.490, 5.643, 1.959)  0.08
H (-0.914, 4.416, 3.738)  0.10
H (0.345, -0.199, -7.247)  0.08
H (-3.282, -0.269, 2.653)  0.11
H (-0.963, -1.398, -5.769)  0.11
H (0.151, 1.521, -6.863)  0.10
H (1.605, 0.966, -7.671)  0.11
H (3.052, -2.062, -3.762)  0.09
H (-3.832, -3.754, -5.309)  0.09

Atoms 1-6, force components in eV/Å:
-0.3 -1.0 0.1
-0.2 0.1 0.5
-0.5 0.3 -0.1
-0.1 0.5 0.0
-0.2 0.4 -0.3
0.1 -0.2 0.0

Computed properties:
Charge   +4
E_HOMO   -20.136 eV

[4]
A cluster of 9 separate species, C22H54N13O16S3 in total at a distorted geometry. Source: the Open Molecules 2025 dataset; level of theory: the ωB97M-V functional and the def2-TZVPD basis.

Each line ends with the Löwdin charge.
Geometry (Å):
S (-0.375, 1.198, -3.108)  0.86
S (0.921, -0.483, 0.873)  0.87
S (-0.418, -2.358, -1.105)  0.66
O (-3.583, -0.725, 6.810)  0.06
O (3.856, 4.758, -4.162)  0.09
O (-1.967, -2.153, 6.638)  0.06
O (-4.145, -6.320, 5.782)  0.07
O (-1.884, 8.572, 2.069)  0.09
O (0.130, 7.861, 1.806)  0.08
O (2.795, -5.655, -1.772)  0.05
O (1.291, 1.387, 6.472)  0.10
O (1.625, -1.047, -8.930)  0.09
O (2.785, -7.595, -0.843)  0.09
O (2.501, -0.510, -7.040)  0.05
O (1.747, 4.906, -4.577)  0.04
O (-0.316, -5.760, 2.419)  0.06
O (-3.980, -4.842, 7.335)  0.05
O (0.466, 0.910, 4.544)  0.02
O (-1.064, -6.744, 4.181)  0.07
N (2.078, -1.318, -1.521)  -0.18
N (-3.874, 4.689, -2.459)  0.08
N (1.583, -0.895, -7.734)  -0.45
N (-2.987, 4.199, -0.249)  0.12
N (-3.545, -5.758, 6.672)  -0.45
N (-1.678, 3.015, 1.464)  0.13
N (2.863, 5.376, -4.459)  -0.44
N (2.381, -6.464, -0.969)  -0.45
N (-0.925, -6.641, 2.983)  -0.43
N (0.389, 1.039, 5.754)  -0.43
N (-3.080, -1.743, 6.374)  -0.43
N (-1.062, 7.700, 1.925)  -0.46
N (-1.279, 2.677, -0.918)  0.08
C (-0.668, 2.042, 1.956)  -0.15
C (0.780, 2.292, 1.434)  -0.20
C (1.116, 1.513, -4.167)  -0.48
C (-1.552, -7.681, 2.128)  0.06
C (-2.170, -6.224, 6.979)  0.04
C (1.807, -1.777, -2.894)  -0.29
C (3.003, -1.412, -3.859)  -0.06
C (-3.901, -2.552, 5.439)  0.04
C (-3.240, 3.656, -1.641)  -0.34
C (3.008, 6.834, -4.704)  0.05
C (1.285, -6.020, -0.071)  0.03
C (1.249, 1.258, 0.367)  -0.46
C (3.080, -2.222, -0.861)  -0.23
C (-1.418, 2.704, -3.391)  -0.36
C (0.901, -1.423, -0.702)  -1.04
C (-1.937, 3.259, 0.205)  -0.24
C (-1.758, 3.509, -2.086)  -0.28
C (-0.915, 0.748, 6.402)  0.04
C (2.324, 2.036, -3.330)  -0.16
C (0.303, -1.206, -7.049)  0.05
C (4.550, -1.709, -0.982)  -0.07
C (-1.568, 6.305, 1.893)  0.02
H (-1.924, -7.041, 6.313)  0.07
H (2.866, -2.324, 0.224)  0.09
H (-0.729, 5.628, 1.762)  0.08
H (-4.798, 4.407, -2.760)  0.08
H (2.153, 3.057, -2.950)  0.05
H (2.371, 7.350, -3.990)  0.10
H (-0.758, -0.055, 7.116)  0.09
H (-0.639, 2.171, 3.055)  0.10
H (2.976, -3.246, -1.279)  0.10
H (1.536, 2.363, 2.234)  0.12
H (-0.792, 3.375, -4.016)  0.08
H (2.656, -0.998, -4.821)  0.03
H (0.775, 3.292, 0.937)  0.11
H (-3.780, 3.794, 0.270)  0.14
H (4.954, -1.999, -1.967)  0.06
H (0.839, 1.410, -0.648)  0.01
H (-2.159, -6.552, 8.016)  0.11
H (-2.058, -8.397, 2.768)  0.10
H (-3.726, 2.662, -1.692)  0.17
H (-0.339, 3.077, -0.798)  0.12
H (-0.036, -0.296, -6.559)  0.09
H (0.886, -1.332, -3.318)  0.06
H (-1.625, 0.450, 5.640)  0.08
H (-3.930, 5.530, -1.894)  0.08
H (0.864, 2.329, -4.880)  0.07
H (-1.375, 4.552, -2.089)  0.16
H (2.626, 1.338, -2.523)  0.05
H (-2.066, 6.126, 2.844)  0.10
H (-3.330, -3.422, 5.136)  0.08
H (4.672, -0.639, -0.743)  0.08
H (2.690, 7.027, -5.725)  0.10
H (0.442, -5.738, -0.697)  0.10
H (1.650, -5.172, 0.501)  0.10
H (-2.223, 3.534, 2.142)  0.16
H (1.376, 0.641, -4.793)  0.03
H (3.186, 2.080, -4.031)  0.08
H (-2.265, 6.221, 1.063)  0.08
H (-2.334, 2.389, -3.923)  0.08
H (3.684, -2.275, -4.014)  0.08
H (0.502, -1.993, -6.324)  0.10
H (-4.801, -2.847, 5.971)  0.10
H (4.048, 7.107, -4.563)  0.10
H (-2.259, -7.181, 1.471)  0.11
H (2.352, 1.369, 0.273)  0.09
H (-0.760, -8.162, 1.561)  0.10
H (1.647, -2.879, -2.947)  0.10
H (-1.057, 1.025, 1.768)  0.11
H (1.021, -6.842, 0.585)  0.07
H (-1.242, 1.658, 6.899)  0.11
H (-1.498, -5.383, 6.825)  0.10
H (5.146, -2.272, -0.229)  0.08
H (-4.136, -1.927, 4.581)  0.10
H (-0.417, -1.536, -7.790)  0.10
H (3.610, -0.659, -3.313)  0.06

Atoms 1-6, force components in eV/Å:
0.2 0.1 -0.7
-0.2 -0.3 -0.6
1.1 1.0 0.8
0.2 0.0 0.0
0.1 -0.2 0.0
0.0 0.2 0.1

Computed properties:
Charge   +1
E_HOMO   -10.532 eV

Short version: gap between HOMO and LUMO = 6.526; 5.843; 8.223; 7.402 eV, in the order given.
Short version: electronic energy = -4077.28540; -1163.81633; -4629.97678; -3979.82401 a.u., in the order given.